No. 1
{"formula": "C4H14N2O2", "method": "ωB97M-V with the def2-TZVPD basis set", "de_lowest_kcal_mol": 22.47, "largest_force_ev_per_a": 2.17, "total_charge": 0, "homo_ev": -9.7, "gap_ev": 10.4, "e_tot_ha": -420.7693, "elements": ["N", "C", "C", "C", "O", "C", "N", "H", "H", "H", "H", "H", "H", "H", "H", "H", "H", "H", "H", "H", "H", "O"], "positions_angstrom": [[1.0804, 1.6386, 0.3480], [0.2280, 0.5762, -0.1428], [0.3792, -0.6392, 0.8133], [-0.5433, -0.6177, 2.0316], [-0.1493, 0.4768, 2.8528], [0.5575, 0.1229, -1.5531], [0.4521, 1.2779, -2.4747], [0.8747, 2.5222, -0.1050], [2.0544, 1.4847, 0.0965], [0.1767, 1.2110, 2.3168], [-0.8281, 0.8153, 0.0136], [1.3768, -0.6445, 1.2571], [0.2714, -1.5769, 0.2617], [-1.5919, -0.5290, 1.7462], [-0.3513, -1.5037, 2.6252], [-0.0309, -0.7084, -1.9509], [1.5906, -0.2233, -1.5961], [0.8677, 1.0437, -3.3619], [-0.5085, 1.5736, -2.4944], [-1.5829, -1.4840, -0.6124], [-2.0286, -2.8329, 0.1436], [-2.2946, -1.9834, -0.2152]], "forces_ev_per_angstrom": [[-0.01, 0.93, 0.06], [0.15, -1.90, 1.02], [0.17, -0.31, 0.17], [0.88, 1.02, -0.40], [-0.33, 0.06, 0.60], [0.03, 1.12, -1.17], [0.66, -0.51, 1.09], [-0.24, -0.05, -0.08], [-0.12, -0.37, 0.16], [0.07, -0.13, -0.25], [-0.02, 0.69, -0.61], [0.25, -0.01, -0.32], [-0.01, -0.01, 0.02], [-0.08, -0.18, 0.07], [-0.33, -0.30, 0.08], [-0.34, -0.24, 0.50], [0.17, -0.01, 0.24], [-0.51, 0.24, -0.31], [-0.15, 0.10, -0.70], [0.45, -0.50, 0.08], [0.57, 0.22, -0.23], [-1.24, 0.16, -0.02]]}

***

No. 2
{"formula": "C4H14N2O2", "method": "ωB97M-V with the def2-TZVPD basis set", "de_lowest_kcal_mol": 20.25, "largest_force_ev_per_a": 1.69, "total_charge": 0, "homo_ev": -9.3, "gap_ev": 10.0, "e_tot_ha": -420.7728, "elements": ["C", "O", "C", "C", "C", "N", "N", "H", "H", "H", "H", "H", "H", "H", "H", "H", "H", "H", "H", "H", "H", "O"], "positions_angstrom": [[-0.7989, 0.7009, -1.4690], [-1.9779, 1.0408, -0.7250], [0.4793, 1.1267, -0.7001], [1.2128, -0.0398, 0.0117], [0.7813, -0.2715, 1.4769], [0.1063, -1.5777, 1.6322], [1.3569, 1.8542, -1.6531], [-0.8437, 1.3109, -2.3510], [-0.7657, -0.3529, -1.7713], [-2.4098, 0.2276, -0.4077], [0.0717, 1.8300, 0.0278], [2.2767, 0.1876, -0.0313], [1.0271, -0.9435, -0.5441], [0.1531, 0.5026, 1.8939], [1.7241, -0.2754, 2.0298], [0.6892, -2.3475, 1.3292], [-0.1374, -1.6680, 2.6159], [2.0867, 1.2282, -1.9807], [1.8862, 2.5457, -1.1299], [-1.5514, -1.5172, 0.4598], [-2.8982, -1.8170, 1.0729], [-2.4682, -1.7447, 0.2134]], "forces_ev_per_angstrom": [[-0.18, 0.26, 0.63], [0.08, -0.76, 0.13], [-0.28, -0.28, -0.73], [-0.83, 1.17, 0.35], [1.25, -1.03, -0.48], [-0.52, 0.90, 0.11], [0.28, -0.04, 0.63], [0.12, 0.18, -0.56], [-0.18, 0.04, 0.15], [0.19, 0.18, -0.17], [0.38, 0.17, 0.06], [0.07, -0.14, 0.12], [0.10, -0.50, -0.31], [-0.26, 0.22, -0.16], [-0.09, 0.16, 0.43], [0.08, 0.05, 0.24], [0.09, -0.47, -0.26], [-0.17, -0.13, -0.24], [-0.12, 0.13, -0.04], [0.08, -0.39, 0.23], [-0.08, -0.05, -0.12], [-0.01, 0.35, -0.01]]}

***

No. 3
{"formula": "C4H14N2O2", "method": "ωB97M-V with the def2-TZVPD basis set", "de_lowest_kcal_mol": 28.41, "largest_force_ev_per_a": 2.31, "total_charge": 0, "homo_ev": -9.2, "gap_ev": 9.6, "e_tot_ha": -420.7598, "elements": ["N", "C", "C", "C", "O", "C", "N", "H", "H", "H", "H", "H", "H", "H", "H", "H", "H", "H", "H", "H", "H", "O"], "positions_angstrom": [[-1.4496, 1.4040, -0.8663], [-0.3586, 0.8860, -0.0827], [0.9985, 1.3223, -0.6635], [1.2901, 2.7849, -0.3470], [1.2888, 3.0645, 1.0483], [-0.3860, -0.6822, 0.1712], [-1.1965, -0.9116, 1.3823], [-2.1122, 1.9061, -0.2795], [-2.0506, 0.6696, -1.2042], [1.8763, 2.4373, 1.4756], [-0.3998, 1.2261, 0.9538], [0.9362, 1.1142, -1.7321], [1.8395, 0.7815, -0.2109], [2.2314, 3.1184, -0.7995], [0.5163, 3.4438, -0.7574], [0.6569, -0.9853, 0.1858], [-0.9671, -1.1280, -0.6386], [-1.6532, -1.7982, 1.4156], [-0.6232, -0.7503, 2.1829], [-0.3329, -5.9477, 0.3169], [-0.1229, -5.6049, -1.0698], [0.0185, -6.3506, -0.4811]], "forces_ev_per_angstrom": [[-1.05, 0.46, 0.20], [1.25, -1.59, 1.10], [-0.40, 0.31, 0.46], [-0.42, 0.65, -0.63], [0.00, -0.16, -0.04], [-1.50, 1.68, -0.34], [0.56, 0.60, -0.88], [0.42, 0.27, 0.01], [0.18, -0.49, -0.39], [0.16, -0.04, 0.13], [-0.12, 0.56, -0.13], [0.44, 0.21, -0.11], [-0.20, -0.39, -0.16], [0.06, -0.19, 0.04], [0.01, -0.22, 0.00], [-0.02, -0.66, 0.16], [0.54, -0.29, -0.26], [0.06, -0.55, 0.12], [0.04, -0.16, 0.72], [0.02, -0.41, 0.55], [0.21, -0.11, -0.66], [-0.23, 0.53, 0.10]]}

***

No. 4
{"formula": "C4H14N2O2", "method": "ωB97M-V with the def2-TZVPD basis set", "de_lowest_kcal_mol": 195.64, "largest_force_ev_per_a": 3.78, "total_charge": 0, "homo_ev": -8.4, "gap_ev": 3.8, "e_tot_ha": -420.4933, "elements": ["C", "N", "C", "O", "C", "C", "N", "H", "H", "H", "H", "H", "H", "H", "H", "H", "H", "H", "H", "H", "H", "O"], "positions_angstrom": [[1.5287, -0.5599, -0.9171], [2.7121, -1.2259, -0.5407], [-3.2247, -0.0256, -0.5907], [-1.8518, 0.0631, -0.3178], [1.5473, 0.7772, -0.1443], [1.4628, 0.4954, 1.3980], [0.4057, 1.5713, -0.6646], [0.5879, -1.1257, -0.7859], [1.4936, -0.0711, -1.9234], [2.9207, -2.0740, -1.0814], [-3.6539, -1.0661, -0.7375], [-3.8418, 0.4894, 0.2885], [-3.3130, 0.5621, -1.5326], [2.4604, 1.2528, -0.4785], [0.5110, 0.1598, 1.8503], [1.7482, 1.4300, 1.8982], [2.2205, -0.2629, 1.6619], [-0.4771, 1.0009, -0.5894], [0.3059, 2.6382, -0.4446], [-1.4536, -0.7129, 0.7251], [-0.9276, -2.1444, 1.3451], [-1.1612, -1.1715, 1.5814]], "forces_ev_per_angstrom": [[2.08, 1.43, 1.18], [-1.57, 0.48, -0.74], [-0.05, 1.49, 0.46], [-0.38, -0.30, -0.87], [-2.39, -0.07, 1.72], [1.14, 0.71, 0.15], [0.44, 0.54, 0.30], [-0.47, -0.22, -0.12], [-0.27, -1.17, -1.06], [-0.33, 0.17, -0.35], [0.69, 0.88, 0.28], [0.99, -1.02, -1.69], [-0.95, -0.44, 0.49], [0.44, 0.23, 0.52], [0.21, 0.14, -1.05], [0.03, -0.19, 0.09], [-0.22, 0.44, -0.02], [-0.11, 0.83, -0.20], [0.50, -3.00, -0.36], [-0.16, -0.01, 0.09], [-0.74, 2.64, 0.68], [1.12, -3.58, 0.50]]}

***

No. 5
{"formula": "C4H14N2O2", "method": "ωB97M-V with the def2-TZVPD basis set", "de_lowest_kcal_mol": 3.96, "largest_force_ev_per_a": 1.60, "total_charge": 1, "homo_ev": [-13.1, -14.1], "multiplicity": 2, "gap_ev": [9.9, 8.1], "e_tot_ha": -420.5306, "elements": ["C", "C", "C", "C", "N", "N", "H", "H", "H", "H", "H", "H", "H", "H", "H", "H", "H", "H", "O", "H", "H", "O"], "positions_angstrom": [[0.0577, 1.9369, 0.7026], [-0.6166, 1.1894, -0.4538], [0.3360, 0.2676, -1.1390], [0.1065, -1.1204, -1.1827], [0.9239, -2.0584, -1.6332], [1.3526, 0.8327, -1.7798], [0.4974, 2.8936, 0.4381], [0.8658, 1.3379, 1.1202], [-0.6289, 2.0762, 1.5346], [-1.0357, 1.7875, -1.2782], [-1.4448, 0.6538, -0.0304], [-0.8243, -1.4180, -0.7118], [0.5390, -2.9584, -1.9106], [1.6698, -1.7502, -2.2450], [1.4581, 1.8374, -1.7882], [2.2247, 0.3762, -2.0017], [-1.7172, -0.0956, 1.7126], [-2.4356, -0.0849, 3.1120], [-2.5055, 0.1858, 2.1952], [0.9593, -1.4575, 1.3440], [1.1459, -0.8125, 2.6911], [0.4533, -1.0970, 2.0812]], "forces_ev_per_angstrom": [[0.42, 0.20, 0.21], [0.02, 0.01, -0.42], [0.04, -0.31, -0.29], [-0.92, 0.70, 1.11], [0.29, -0.13, -1.21], [0.82, 0.31, 0.09], [-0.13, 0.16, -0.17], [0.03, -0.13, -0.08], [-0.21, 0.18, -0.21], [0.02, 0.41, 0.56], [-0.42, -0.47, -0.18], [0.14, -0.30, -0.09], [0.10, 0.12, 0.40], [0.16, -0.27, 0.11], [-0.25, 0.05, 0.18], [-0.20, -0.33, -0.19], [-0.02, -0.27, 0.89], [0.31, -0.21, 0.02], [-0.19, 0.35, -0.71], [-0.07, -0.18, 0.09], [-0.21, 0.00, 0.18], [0.28, 0.10, -0.28]]}

***

No. 6
{"formula": "C4H14N2OS", "method": "ωB97M-V with the def2-TZVPD basis set", "de_lowest_kcal_mol": 15.71, "largest_force_ev_per_a": 1.71, "total_charge": 0, "homo_ev": -8.6, "gap_ev": 9.1, "e_tot_ha": -743.7088, "elements": ["N", "C", "C", "C", "S", "C", "N", "H", "H", "H", "H", "H", "H", "H", "H", "H", "H", "H", "H", "H", "H", "O"], "positions_angstrom": [[1.8938, 1.1572, 0.5557], [0.7939, 0.2552, 0.7396], [0.7198, -0.6507, -0.4838], [-0.4704, -1.5780, -0.5838], [-0.1881, -3.0079, 0.4936], [-0.5829, 1.0077, 1.0840], [-0.3867, 2.4494, 1.1181], [1.7226, 1.8243, -0.1780], [2.1764, 1.5942, 1.4202], [0.9803, -0.3414, 1.6263], [1.6637, -1.2069, -0.5116], [0.8667, -0.0582, -1.3945], [-0.6364, -1.8438, -1.6327], [-1.4267, -1.1414, -0.3431], [-1.4238, -3.2709, 0.9385], [-0.9056, 0.7122, 2.0765], [-1.2559, 0.7944, 0.2524], [-0.9525, 2.9272, 1.7981], [-0.4645, 2.8860, 0.2130], [-1.8680, 2.7698, -2.5754], [-0.9676, 2.3940, -3.6892], [-0.9258, 2.6590, -2.7599]], "forces_ev_per_angstrom": [[0.87, -0.78, 0.06], [-1.02, 0.59, 0.49], [0.65, 0.29, -0.12], [-0.35, -0.14, -0.72], [0.22, -0.33, 0.08], [1.18, 0.50, -1.13], [0.29, 0.25, 0.34], [-0.01, 0.31, 0.16], [-0.19, 0.34, -0.26], [0.35, -0.31, 0.02], [-0.18, -0.35, 0.26], [-0.67, 0.28, 0.03], [0.39, -0.52, 0.13], [-0.09, 0.43, 0.53], [-0.09, 0.18, -0.18], [-0.47, -0.35, -0.20], [-0.57, -0.46, 0.50], [-0.19, 0.01, -0.09], [-0.12, 0.06, 0.03], [0.16, 0.09, 0.32], [0.41, 0.01, 0.13], [-0.56, -0.12, -0.38]]}

***

No. 7
{"formula": "C4H14N2Si", "method": "ωB97M-V with the def2-TZVPD basis set", "de_lowest_kcal_mol": 58.41, "largest_force_ev_per_a": 5.38, "total_charge": 0, "homo_ev": -7.6, "gap_ev": 8.4, "e_tot_ha": -559.7384, "elements": ["C", "C", "C", "C", "N", "N", "Si", "H", "H", "H", "H", "H", "H", "H", "H", "H", "H", "H", "H", "H", "H"], "positions_angstrom": [[-2.1090, 0.9409, -1.5181], [-0.7065, -0.8828, 1.7018], [0.6070, -2.1962, 0.3753], [2.0083, 1.3246, 0.0949], [-0.9109, 1.4488, -0.7952], [-0.1843, -1.0216, 0.3378], [0.5493, 0.5320, -0.8575], [-2.5168, 0.1535, -1.0294], [-2.8176, 1.8775, -1.7408], [-1.9619, 0.6109, -2.5513], [0.1065, -0.4519, 2.2751], [-1.4854, -0.2636, 1.7051], [-1.0993, -1.8642, 2.0862], [0.0321, -3.0872, 0.9590], [0.8623, -2.7298, -0.5794], [1.6824, -2.2263, 0.8178], [2.8302, 1.6215, -0.5567], [1.5885, 2.0752, 0.8558], [2.4061, 0.6417, 0.7892], [-0.7154, 2.4134, -1.0238], [0.6747, -0.1771, -2.2468]], "forces_ev_per_angstrom": [[0.38, 4.82, -2.36], [2.62, -1.64, -0.86], [1.27, -4.08, 0.17], [-1.68, 1.03, -0.17], [0.29, 0.16, -0.89], [1.03, 0.89, -1.93], [-1.85, -3.49, 2.64], [-1.58, -2.02, 1.81], [1.06, -2.20, 1.14], [0.70, -0.19, -0.02], [-0.03, -0.25, 1.13], [-3.17, 2.88, 0.08], [0.77, 0.82, -0.26], [1.25, 1.96, -1.12], [-0.70, 0.97, 0.04], [-1.42, 0.74, 0.17], [-0.16, 0.64, 0.25], [0.63, -0.34, -1.69], [0.54, -1.56, 0.57], [-0.35, 0.25, 0.06], [0.40, 0.61, 1.23]]}

***

No. 8
{"formula": "C4H14N2Si", "method": "ωB97M-V with the def2-TZVPD basis set", "de_lowest_kcal_mol": 102.54, "largest_force_ev_per_a": 10.27, "total_charge": 0, "homo_ev": -8.4, "gap_ev": 9.3, "e_tot_ha": -559.6681, "elements": ["C", "C", "C", "C", "N", "N", "Si", "H", "H", "H", "H", "H", "H", "H", "H", "H", "H", "H", "H", "H", "H"], "positions_angstrom": [[-2.5670, -1.5990, -1.5732], [-1.2070, -1.8653, -0.8261], [-0.9883, -1.0405, 0.4745], [0.4161, -0.5908, 0.6611], [1.0828, -0.1754, -0.2005], [2.6370, 1.4472, 1.3644], [1.7933, 2.9482, 0.7878], [-2.4423, -0.8505, -2.3286], [-3.0363, -2.4898, -1.9127], [-3.2224, -1.1231, -0.8658], [-1.0816, -2.8752, -0.5901], [-0.3079, -1.7591, -1.4513], [-1.4234, -0.1116, 0.1783], [-1.6516, -1.5115, 1.2504], [1.8219, 0.6895, 1.6328], [1.0171, -0.7303, 1.6989], [0.4645, 0.1715, -1.0377], [3.5432, 1.5089, 0.8556], [0.3508, 2.7686, 1.0635], [2.4884, 4.1524, 1.3922], [2.3127, 3.0359, -0.5736]], "forces_ev_per_angstrom": [[1.67, 0.56, 1.66], [0.51, 0.63, -0.69], [-2.07, -0.39, -0.72], [-2.61, -4.70, 8.33], [3.17, 4.99, -8.39], [-3.23, 1.80, 1.07], [2.33, -1.53, 1.24], [0.13, 0.12, -0.81], [-0.24, -0.65, -0.55], [-0.56, 0.01, 0.47], [-0.42, -1.89, 0.60], [-0.57, 0.54, -0.31], [-0.99, 1.01, 0.31], [1.27, 0.73, -0.13], [4.44, 2.16, -1.48], [-1.65, -0.38, -1.64], [1.51, -1.40, 1.24], [-1.27, -1.97, 0.75], [0.00, 0.33, -0.22], [-0.79, -0.24, 0.07], [-0.64, 0.27, -0.80]]}

***

No. 9
{"formula": "C4H14N3", "method": "ωB97M-V with the def2-TZVPD basis set", "de_lowest_kcal_mol": 35.49, "largest_force_ev_per_a": 1.72, "total_charge": 1, "homo_ev": -12.7, "gap_ev": 9.7, "e_tot_ha": -324.8083, "elements": ["C", "C", "N", "N", "H", "H", "H", "H", "H", "H", "H", "C", "C", "N", "H", "H", "H", "H", "H", "H", "H"], "positions_angstrom": [[-0.2292, 0.2142, -2.0577], [0.8305, -0.5023, -1.6550], [2.0272, -0.5827, -2.3617], [-1.0667, 0.9464, -1.1000], [-0.4091, 0.4313, -3.1048], [0.7671, -0.9876, -0.6857], [2.3546, -1.5392, -2.4460], [1.9012, -0.1393, -3.2655], [-1.9446, 1.1944, -1.5456], [-0.6018, 1.8138, -0.8354], [-1.2616, 0.4174, -0.0538], [0.7817, 0.3803, 2.1121], [-0.3075, -0.6674, 1.9289], [-1.5175, -0.0883, 1.3079], [0.4081, 1.2612, 2.6382], [1.6387, -0.0041, 2.6654], [1.1718, 0.7242, 1.1483], [0.1015, -1.4547, 1.2935], [-0.4905, -1.1251, 2.9008], [-2.1802, -0.8496, 1.1702], [-1.9738, 0.5572, 1.9461]], "forces_ev_per_angstrom": [[0.41, 0.23, -0.37], [-0.13, 0.42, 0.31], [-1.51, -0.80, -0.08], [-0.04, -0.84, 0.25], [0.22, 0.48, 0.14], [0.59, 0.26, 0.18], [0.37, 0.15, -0.05], [0.44, -0.11, -0.10], [-0.19, 0.02, 0.17], [-0.04, 0.11, -0.18], [-0.07, 0.35, -0.29], [0.00, 0.40, -0.33], [1.03, 0.18, 0.42], [-0.06, -0.79, -0.12], [0.00, -0.06, 0.10], [-0.17, -0.11, 0.04], [-0.06, 0.00, 0.02], [-0.36, -0.07, -0.10], [-0.42, -0.03, -0.05], [-0.12, 0.11, 0.04], [0.11, 0.12, -0.01]]}

***

No. 10
{"formula": "C4H14N3", "method": "ωB97M-V with the def2-TZVPD basis set", "de_lowest_kcal_mol": 23.87, "largest_force_ev_per_a": 1.73, "total_charge": 1, "homo_ev": -13.4, "gap_ev": 10.6, "e_tot_ha": -324.8268, "elements": ["C", "C", "N", "H", "H", "H", "H", "H", "H", "H", "H", "C", "N", "C", "N", "H", "H", "H", "H", "H", "H"], "positions_angstrom": [[-2.7390, 0.1977, 1.5463], [-1.9019, 1.2228, 0.8242], [-0.5160, 0.7534, 0.8501], [-3.7924, 0.4481, 1.4255], [-2.5389, -0.8326, 1.2214], [-2.5764, 0.2118, 2.6330], [-2.1741, 1.2479, -0.2402], [-1.9434, 2.2346, 1.2642], [-0.2161, 0.7680, 1.8348], [0.1867, 1.2032, 0.2102], [-0.5110, -0.2328, 0.5618], [1.4154, -2.3731, -0.7745], [0.9570, -0.9886, -0.9284], [1.7957, 0.0752, -0.9226], [1.3469, 1.2990, -0.9552], [2.0648, -2.7366, -1.5832], [2.0196, -2.4429, 0.1285], [0.5081, -2.9635, -0.8353], [0.0742, -0.8727, -1.3704], [2.8691, -0.1696, -0.9311], [2.0942, 1.9549, -1.1249]], "forces_ev_per_angstrom": [[-0.55, 0.14, 0.87], [-0.54, 0.23, -0.76], [0.17, -0.84, 1.51], [-0.01, -0.27, -0.16], [-0.20, 0.30, -0.22], [0.16, 0.08, -0.20], [-0.09, 0.34, 0.34], [-0.09, -0.51, -0.30], [0.32, -0.01, -0.48], [0.16, 0.62, -0.37], [0.20, 0.26, 0.22], [0.40, 0.32, -0.65], [0.85, -0.24, 0.38], [0.07, 1.10, -0.77], [0.34, -1.58, -0.09], [-0.18, 0.42, -0.10], [-0.54, -0.40, 0.24], [0.19, -0.44, 0.65], [-0.49, 0.26, -0.45], [-0.33, 0.01, 0.10], [0.15, 0.22, 0.24]]}